8
Properties=species:S:1:pos:R:3:forces:R:3 method="wB97M-V/def2-TZVPD" e_above_lowest_kj_mol=35.9 spin_multiplicity=1 fmax_ev_per_a=3.92 smiles="OP(O)(O)=S" e_lumo_ev=0.44 gap_ev=10.0
O -0.706556 -1.280752 -0.535217 -0.76 1.83 0.48
P 0.109804 -0.008343 -0.018027 0.69 -0.62 0.26
O -0.643660 0.098276 1.390557 0.93 0.46 0.01
O -0.653760 1.133451 -0.870801 -1.27 -2.96 1.86
S 2.155293 -0.120823 0.136581 -3.13 0.40 -0.53
H -0.196942 -1.975835 -0.862755 1.42 -1.79 -0.86
H 0.035263 0.413100 2.003566 -0.25 0.02 0.41
H -0.099443 1.740928 -1.243904 2.38 2.65 -1.63

8
Properties=species:S:1:pos:R:3:forces:R:3 method="wB97M-V/def2-TZVPD" e_above_lowest_kj_mol=654.1 spin_multiplicity=1 fmax_ev_per_a=4.23 e_lumo_ev="-1.92 / -2.04" gap_ev="7.4 / 7.3"
O 0.704405 -1.420775 0.225124 -0.73 -0.40 0.30
O -1.417755 0.651909 0.073528 -1.24 3.47 -2.08
O 1.175652 -0.344311 -0.434558 -0.95 -1.25 -1.55
O -2.034080 -0.568074 0.340979 -0.24 -1.07 0.51
P 2.171135 0.427324 0.425363 1.28 0.50 2.61
H -1.187429 -0.966833 0.577795 -0.03 -1.33 0.02
H -2.063977 1.089410 -0.582873 1.50 -1.05 1.47
H 2.652051 1.131351 -0.625358 0.41 1.14 -1.30

8
Properties=species:S:1:pos:R:3:forces:R:3 method="wB97M-V/def2-TZVPD" e_above_lowest_kj_mol=72.2 spin_multiplicity=3 fmax_ev_per_a=6.68 e_lumo_ev="0.86 / -2.41" gap_ev="9.0 / 7.2"
O 0.964925 0.518270 1.151833 1.11 -0.53 0.18
O 0.168150 -0.326382 -1.299649 -5.12 -2.90 -0.72
O -0.329678 0.519330 1.328338 1.49 6.01 -1.22
O 1.232107 0.371731 -1.777098 1.79 1.31 -1.71
P -1.087535 -0.779135 1.639094 -0.81 -6.61 0.53
H 1.753987 0.426938 -0.969514 0.15 0.09 0.05
H -0.518209 -0.610693 -2.078401 3.16 1.45 2.19
H -2.183748 -0.120059 2.005398 -1.77 1.18 0.71

6
Properties=species:S:1:pos:R:3:forces:R:3 method="wB97M-V/def2-TZVPD" e_above_lowest_kj_mol=74.2 charge=-1 spin_multiplicity=1 fmax_ev_per_a=4.14 e_lumo_ev=3.45 gap_ev=5.4
O 1.411413 1.354206 -2.024986 -3.15 2.17 1.58
H 0.700227 2.111972 -1.858288 2.42 -2.00 -0.97
S -0.587826 -0.937296 3.026491 0.37 0.90 1.38
S -0.945308 -2.075131 1.421061 0.52 -1.66 -0.47
H 1.081743 0.804039 -1.280752 0.72 -0.22 -0.55
H -1.660250 -1.257788 0.716474 -0.88 0.82 -0.97

6
Properties=species:S:1:pos:R:3:forces:R:3 method="wB97M-V/def2-TZVPD" e_above_lowest_kj_mol=23.6 spin_multiplicity=2 fmax_ev_per_a=2.75 e_lumo_ev="-0.27 / -2.56" gap_ev="9.5 / 7.3"
O -1.152793 -1.913513 -1.357436 0.65 0.63 1.05
H -0.644691 -1.714075 -0.526308 -0.72 -0.45 -1.03
S -0.413067 0.178809 1.091858 1.66 0.54 -1.54
S 1.056802 0.824979 -0.305037 -1.85 -0.41 1.99
H -1.572833 -1.056474 -1.520153 -0.01 -0.30 -0.12
H 1.140107 2.018049 0.316806 0.28 -0.02 -0.35

5
Properties=species:S:1:pos:R:3:forces:R:3 method="wB97M-V/def2-TZVPD" e_above_lowest_kj_mol=305.0 spin_multiplicity=1 fmax_ev_per_a=1.29 e_lumo_ev="-1.35 / -2.59" gap_ev="8.9 / 6.5"
P 1.929574 -0.270835 -0.352539 -0.67 0.10 0.54
S -2.252372 -0.134230 -0.755021 -0.17 0.57 0.54
H 2.364235 -0.459719 1.028138 -0.59 0.17 -0.67
H 0.494509 0.014811 -0.083839 1.26 -0.26 0.12
H -2.535948 0.849974 0.163262 0.18 -0.58 -0.54

62
Properties=species:S:1:pos:R:3:forces:R:3 method="wB97M-V/def2-TZVPD" e_above_lowest_kj_mol=981.6 charge=-1 spin_multiplicity=1 fmax_ev_per_a=9.90 e_lumo_ev=1.89 gap_ev=9.4
O 3.307252 -0.479950 2.138348 -0.13 -3.01 6.26
H 2.597286 -0.992047 2.784962 2.76 2.19 -2.86
H 2.858436 -0.307836 1.367199 -2.11 0.63 -2.84
O 4.325778 2.393517 0.455724 -0.91 -2.68 1.60
H 2.805396 -1.274212 -1.638247 0.11 0.10 -3.38
H 3.726225 1.595684 0.073106 1.75 3.13 1.23
O -3.454199 -0.699614 2.407299 -2.30 1.01 1.85
H -3.638774 1.128140 1.139668 0.46 -0.11 1.04
H -2.605842 -1.012960 2.574521 2.52 -1.40 -0.01
O -4.535979 1.433743 0.983198 -0.57 -0.68 -1.21
H 0.850850 -1.867635 0.278601 -0.20 1.48 -0.39
H 0.456245 0.480756 0.223089 -0.25 1.29 1.13
O -0.787387 3.746534 -1.186733 0.52 1.31 3.21
H -0.231370 4.259079 -0.514524 -0.75 -0.87 -1.60
H -1.596718 3.535180 -0.587577 0.85 -0.12 -1.61
O 0.722407 2.655630 -3.039285 -7.56 -5.60 2.44
H -3.044573 2.906989 0.643264 -0.78 -0.04 -3.22
H 1.395528 3.167069 -3.032355 7.47 5.46 -0.27
O -3.003717 2.887048 -0.404957 1.11 -0.01 2.60
H -3.699269 -0.444210 3.345209 -0.19 -0.26 -1.73
H 4.284363 2.233476 1.445933 0.27 0.19 -1.76
O -0.741221 2.357502 4.087738 -6.72 1.17 6.83
H -4.528628 1.115863 0.045586 -0.59 0.45 0.72
H 0.468665 2.690289 -2.026458 0.20 -0.07 -3.13
O -0.695836 -1.413909 3.912932 1.21 2.49 2.21
H 0.070470 2.252571 3.899525 8.84 -1.10 -2.89
H -1.056203 -0.531213 3.621762 0.67 -1.16 0.48
O 2.451713 1.902016 -0.964914 1.62 -0.38 -3.30
H -3.597964 3.469371 -0.869143 -0.58 0.43 0.56
H 2.766908 1.119522 -1.531163 -1.60 1.54 1.70
O -4.051070 -2.856414 0.254200 -1.01 -1.85 -2.74
H 3.219968 -3.029576 -0.978723 -1.44 0.22 -3.61
H -3.900710 -2.007791 -0.102901 0.00 1.66 -2.04
O -3.480939 0.112469 -1.490118 1.44 -3.01 6.21
H -2.620542 0.490479 -1.431869 1.60 0.32 0.71
H -3.793861 0.401750 -2.234691 -3.08 2.42 -6.75
O 0.978301 -2.729357 0.605108 0.35 -1.42 1.67
H 1.190548 -2.718854 1.551601 -0.17 0.64 -0.41
H -0.149440 -1.094314 4.749596 -1.68 -1.15 -2.53
O 0.479795 -5.179451 0.574083 -2.09 1.61 0.22
H -0.547567 -5.131430 0.547918 2.81 -0.06 0.04
H 0.759861 -4.169350 0.596562 -1.16 -2.87 -0.69
O 2.767364 0.145398 -4.063912 0.45 -2.52 -3.02
H 2.385654 0.674751 -3.443585 -1.40 2.88 3.13
H 1.951630 -0.010835 -4.579396 0.74 -0.21 -0.13
O 2.829986 -2.960248 -1.972724 3.22 -2.02 1.71
H 3.602401 -2.981892 -2.591707 -0.89 -0.49 0.79
O 1.354593 0.645457 0.880162 -0.84 -1.70 -1.31
H 1.697930 1.753829 -0.394699 -0.08 -1.26 0.12
H 1.206224 1.283069 1.554174 -0.58 0.64 0.80
O -1.740518 1.601369 1.720671 0.12 1.52 -0.54
H -1.200832 1.308247 0.852333 -0.70 0.02 -0.51
H -1.545258 0.822855 2.192990 -0.10 -1.35 1.15
O -0.799473 0.714923 -0.321038 0.42 -6.07 3.42
H 1.379146 -3.373049 -3.197869 0.60 -0.15 -1.36
H -0.778191 1.436111 -0.801617 0.36 5.72 -4.14
O 1.621532 -3.552835 -4.143594 -1.83 -5.97 3.69
H -1.346475 2.361061 3.422329 -1.90 -0.02 -3.68
H 1.774217 -2.798265 -4.542676 1.10 5.99 -2.88
O 2.494888 -1.163009 -0.796830 6.45 -4.22 2.56
H 1.889328 -0.635015 -0.568132 -6.80 6.98 1.75
H -3.801216 -2.592208 1.074533 0.94 0.31 4.70

63
Properties=species:S:1:pos:R:3:forces:R:3 method="wB97M-V/def2-TZVPD" e_above_lowest_kj_mol=793.2 spin_multiplicity=1 fmax_ev_per_a=2.72 e_lumo_ev=-0.34 gap_ev=9.3
O -3.608121 1.433840 -3.531715 0.57 0.82 -0.79
H -4.062996 0.881353 -2.913617 -0.51 -0.46 0.72
H -3.343010 0.880245 -4.267975 -0.53 0.10 -0.55
O 0.924768 1.018077 -0.890890 -0.71 -0.17 -0.16
H 0.569555 1.192457 -1.775811 0.33 0.09 0.04
H 0.152095 1.183852 -0.292796 1.00 -0.05 -0.23
O -0.219549 2.231113 -3.784182 -0.78 0.50 -0.41
H -1.190998 2.247828 -3.752344 0.16 -0.35 0.46
H -0.125171 2.639343 -4.656209 0.63 -0.13 0.11
O 1.381852 0.099217 2.042810 0.11 0.41 0.06
H 1.504888 0.080053 2.992854 -0.27 0.08 0.32
H 2.231827 0.364184 1.683264 0.14 -0.02 -0.19
O -1.897416 2.825770 3.427977 1.44 -0.10 -1.30
H -1.999508 2.888777 4.369459 -1.28 0.56 0.13
H -2.634743 2.948449 2.801432 -0.36 -0.18 1.59
O 4.547797 -0.257862 2.321036 0.76 -1.33 -0.81
H 4.110528 -0.324485 3.167520 -0.21 0.92 -0.09
H 4.494769 0.539678 1.792529 -0.52 0.57 1.02
O 4.240019 0.756890 -3.246650 -0.68 0.98 0.56
H 3.775603 1.509366 -3.648712 0.29 -0.40 -0.66
H 3.973455 0.973610 -2.339593 0.34 -0.63 0.13
O -3.623278 1.449305 1.882686 0.23 -0.51 -0.44
H -3.037786 1.083230 1.201605 0.28 0.36 -0.08
H -4.354190 0.858783 1.703762 -0.86 0.12 0.39
O -2.127792 -2.699323 3.854708 -0.42 0.45 0.19
H -2.054998 -3.625221 3.595937 0.32 0.02 0.18
H -1.291646 -2.383696 4.210734 0.05 -0.34 0.03
O -0.298080 0.683338 4.539917 0.60 -1.12 0.00
H -1.054708 1.246667 4.382239 0.10 0.40 -0.13
H 0.363442 1.093919 5.101078 -0.44 0.42 0.07
O 1.953023 -4.623191 -1.277044 0.51 -1.08 -0.25
H 1.859070 -3.855226 -0.730914 -0.37 0.55 0.25
H 1.204907 -4.633798 -1.879279 -0.04 0.37 0.13
O -1.653180 -0.377508 -4.212494 -0.27 -0.15 -0.31
H -0.921809 -0.754439 -3.723674 0.12 0.02 0.03
H -2.246643 0.020245 -3.566188 0.55 -0.26 0.41
O -0.868621 1.820113 0.866084 -2.14 0.62 1.56
H -1.157351 1.733402 1.805109 1.53 -0.66 -0.03
H -1.640130 2.391120 0.699572 0.66 0.26 -1.11
O 4.512064 2.479900 0.523389 0.74 -0.02 0.88
H 5.014769 1.698539 0.297083 0.39 -0.10 -0.36
H 3.705260 2.406159 0.042759 -1.17 0.01 -0.64
O -0.125092 -2.633291 -1.786149 0.17 0.09 0.57
H -0.579071 -2.019508 -1.181434 -0.27 -0.57 -0.04
H 0.059918 -2.112308 -2.552408 0.56 0.24 -0.86
O 0.663191 4.562058 1.399627 0.15 0.05 0.24
H 1.160437 4.330253 2.190434 0.11 -0.36 -0.09
H 0.273116 5.391479 1.674108 -0.28 0.38 -0.18
O 0.567704 -2.187155 1.083824 0.90 0.87 0.09
H 0.957432 -1.990380 0.231925 -0.11 -0.47 -0.83
H 0.910261 -1.363909 1.516544 -0.52 -0.54 0.39
O -1.611868 -3.629066 1.374945 0.99 -1.13 0.66
H -0.710908 -3.598253 0.989995 -0.79 -0.22 -0.06
H -1.476496 -2.943975 2.032317 -0.35 0.29 0.21
O -3.086110 1.151942 -0.919968 0.87 -0.32 0.02
H -2.567452 1.928004 -1.167026 -0.49 0.37 -0.15
H -2.385772 0.489013 -1.042261 -0.42 -0.42 0.23
O -2.275735 -2.305153 -0.500743 -0.03 2.12 -1.44
H -2.737512 -2.031417 0.290052 -0.31 -0.89 0.05
H -2.647678 -3.059837 -0.956466 -0.35 -0.14 0.54
O 2.747666 -2.304950 -3.469461 1.21 0.87 0.71
H 2.856368 -1.844272 -2.619861 -1.01 -0.32 0.13
H 3.668294 -2.106986 -3.715905 -0.32 -0.45 -0.93

64
Properties=species:S:1:pos:R:3:forces:R:3 method="wB97M-V/def2-TZVPD" e_above_lowest_kj_mol=747.1 charge=+1 spin_multiplicity=1 fmax_ev_per_a=8.08 e_lumo_ev=-2.81 gap_ev=10.3
O -2.703603 -3.890613 -0.576870 0.29 0.09 -0.15
H -2.792678 -3.564365 0.349948 0.52 0.21 -0.03
H -3.612183 -3.989243 -0.792787 -1.35 -0.48 -0.77
O -1.433846 -2.638720 -2.389722 -2.39 3.10 -0.35
H -1.322604 -3.406784 -1.858990 -0.56 -2.40 1.17
H -2.431512 -2.291488 -2.172956 2.99 -1.31 -0.43
O -0.030321 -2.661553 3.635384 -5.90 -1.40 -5.34
H -0.443953 -2.136136 2.781102 1.28 -1.23 3.84
H 0.668707 -2.193341 3.907957 4.28 3.08 1.73
O 0.521662 1.783622 -0.082706 -0.22 1.77 0.87
H -0.964237 -0.331814 0.045341 -1.01 -0.40 -2.27
H 2.808314 2.742729 0.882080 0.60 2.79 -1.07
O -2.567634 3.252369 1.872303 -0.22 -0.95 -2.90
H -2.009259 2.952092 1.039249 -1.78 1.24 2.56
H -3.284913 3.836529 1.491154 1.28 -1.02 0.62
O -1.211918 -0.473985 -0.965914 3.72 1.55 1.50
H 0.194979 2.700928 0.183881 0.29 -1.59 -0.48
H -0.403951 0.057748 -1.355197 -2.26 -1.30 1.00
O -0.903152 3.525758 -2.116637 -1.40 1.82 -2.06
H -1.453801 3.138036 -2.846108 0.72 -0.60 0.98
H -1.010189 4.468094 -2.452581 0.58 -1.29 1.07
O 4.887152 1.228088 -0.349103 -3.07 0.05 -1.96
H 4.036541 1.703440 -0.800367 3.14 -1.73 1.64
H 4.886551 0.277699 -0.675993 -0.07 1.79 0.54
O -1.960335 0.801353 -3.748536 -4.09 0.89 0.01
H -1.311375 0.184700 -3.583560 2.58 -1.99 0.37
H -2.785416 0.336199 -3.341078 1.99 1.53 -0.73
O -1.432375 0.252647 1.826824 1.81 3.05 2.93
H -0.587227 0.716688 2.360146 -3.43 -1.98 -2.45
H -2.183704 0.857627 2.103824 0.97 -0.94 -0.53
O 1.276449 -2.176089 -1.284675 -0.94 0.13 3.10
H 2.148592 -2.140810 -1.674458 0.36 0.04 0.17
H 1.352834 -2.245406 -0.227370 0.04 0.18 -4.05
O 2.249302 3.003551 -2.656766 1.14 5.58 -1.72
H 2.669484 3.755203 -2.098127 -0.77 -2.27 -0.15
H 2.221377 3.692067 -3.483552 -0.40 -3.09 2.12
O 2.406058 -3.756918 0.512015 2.17 -2.16 0.73
H 2.380636 -4.764284 0.375263 0.35 2.14 0.26
H 3.340187 -3.591691 0.848173 -1.70 -0.44 -0.55
O 0.959370 -0.469426 1.759608 3.39 0.37 0.18
H 1.460280 -1.296071 1.946067 -0.55 0.53 -0.02
H 0.494904 -4.166294 0.541890 -1.97 1.28 0.46
O 0.861441 -0.189016 5.106014 -1.80 -0.28 -1.46
H 0.305489 -0.143792 4.280666 1.29 0.31 0.56
H 1.750004 0.180637 1.725354 -2.07 -1.20 -0.16
O -3.541123 0.262461 -1.698884 -5.18 1.20 -1.52
H 1.165493 2.025523 -0.753815 0.06 0.01 -0.52
O -0.725736 4.710548 1.144972 3.09 -0.27 1.25
H 0.233761 4.942864 1.307691 -1.33 -0.56 0.17
H -0.867448 5.272146 0.419545 -0.84 1.22 -1.82
O -0.338339 -3.623912 0.741173 2.33 -0.60 0.68
H -0.090436 -3.208427 1.611459 0.09 -0.83 -1.13
H -0.913778 -2.013736 -1.789036 0.18 1.14 -0.05
O 2.940488 3.653558 0.407322 -0.54 -2.25 0.93
H 0.119770 -0.514455 5.637407 0.49 -0.04 0.85
H 3.602170 4.167971 0.893535 -0.11 -0.51 0.05
O 3.149895 0.461985 -3.087077 0.17 2.46 1.58
H 3.742630 0.595490 -2.308951 -0.20 -0.93 -1.02
H 2.839629 1.438392 -3.049365 0.11 -1.93 -0.77
O -2.603673 -3.303779 1.882652 -4.19 -1.35 2.04
H -3.165253 -4.094736 2.240097 1.00 2.41 -0.57
H -1.821283 -3.772284 1.750757 2.71 -1.18 -0.49
H -4.293354 0.981775 -1.750549 1.05 -2.59 -0.60
H -3.071873 0.825151 -1.158766 3.27 1.11 2.20

18
Properties=species:S:1:pos:R:3:forces:R:3 method="wB97M-V/def2-TZVPD" e_above_lowest_kj_mol=0.0 spin_multiplicity=1 fmax_ev_per_a=3.59 e_lumo_ev=-0.95 gap_ev=7.1
N 0.930631 -3.103694 1.379217 2.30 -0.21 0.43
N 0.421898 2.458431 1.999644 0.48 2.99 -1.94
N -0.151250 -2.650769 1.346724 -0.20 -0.31 1.51
N -0.354899 1.865149 1.256072 0.04 -1.68 0.41
N -1.054189 -2.054524 1.698484 -0.70 0.13 -0.58
N 0.155688 0.023812 -1.280269 0.71 1.70 -1.80
N 1.235272 0.009865 -1.902553 0.03 -1.56 0.69
N -0.865654 0.675447 1.711786 -0.55 -1.18 0.36
N -0.631649 2.356753 0.051083 -0.02 1.27 -0.36
N -0.155366 -1.011931 -0.512891 -0.90 -1.29 1.69
N 1.496140 0.867094 -2.853482 -1.11 1.59 -0.63
P -1.271647 1.312323 -1.000031 -0.20 0.36 -1.03
P -1.327427 -0.285037 0.463482 -0.26 0.50 -1.11
I -3.715014 -1.003974 0.231730 0.76 0.11 0.31
H 1.382207 -3.948275 1.059915 -1.01 -0.04 -0.71
H 0.559330 1.961332 2.813129 0.00 -1.69 2.20
H 0.985241 1.672193 -3.163811 -1.07 0.15 0.67
H 2.360688 0.855805 -3.298231 1.69 -0.84 -0.10